# 1
{
  "formula": "C4H10O2",
  "method": "the ωB97M-V functional and the def2-TZVPD basis",
  "energy_ev": -8401.03603,
  "orbital_gap_ha": 0.295,
  "homo_energy_ev": -7.30,
  "e_above_lowest_kcal_mol": 104.0,
  "elements": ["C", "O", "C", "C", "C", "O", "H", "H", "H", "H", "H", "H", "H", "H", "H", "H"],
  "positions_angstrom": [[1.8774, 0.7915, -0.9015], [0.5566, 0.3018, -0.8178], [0.4456, -0.8268, 0.0581], [-1.0383, -1.1389, 0.2271], [-1.8776, -0.2547, 1.1316], [-1.4739, 1.3560, 0.5290], [2.5684, -0.0017, -1.2213], [1.8877, 1.5941, -1.6427], [2.2173, 1.1829, 0.0684], [0.8997, -0.5759, 1.0306], [1.0092, -1.6651, -0.3820], [-1.4731, -1.2287, -0.7806], [-1.1387, -2.1357, 0.6826], [-2.3447, 1.4987, 0.1393], [-1.3077, -0.1374, 2.0711], [-0.8079, 1.2399, -0.1917]],
  "nbo_charge": [-0.25, -0.58, -0.08, -0.54, -0.27, -0.77, 0.18, 0.20, 0.17, 0.17, 0.17, 0.20, 0.24, 0.52, 0.11, 0.52]
}

=====

# 2
{
  "formula": "C4H10O2",
  "method": "the ωB97M-V functional and the def2-TZVPD basis",
  "energy_ev": -8402.92890,
  "orbital_gap_ha": 0.370,
  "smiles": "C=CO.CCO",
  "homo_energy_ev": -9.10,
  "e_above_lowest_kcal_mol": 60.4,
  "elements": ["C", "O", "C", "H", "H", "H", "H", "H", "H", "C", "C", "O", "H", "H", "H", "H"],
  "positions_angstrom": [[-0.2037, 2.1040, -1.9187], [1.1432, 1.5787, -2.0238], [-1.2391, 1.0562, -2.0984], [-0.3477, 2.8634, -2.6978], [-0.1627, 2.6871, -0.9994], [1.5198, 1.9377, -2.8220], [-1.1803, 0.6005, -3.0956], [-2.2696, 1.3449, -1.9070], [-0.9506, 0.1809, -1.4928], [1.1326, -1.7433, 3.2730], [0.0371, -1.7664, 2.5240], [-0.2978, -2.6191, 1.4902], [1.5183, -0.9663, 3.9155], [1.7997, -2.6150, 3.2864], [-0.8743, -1.3478, 2.9370], [0.3750, -3.2955, 1.6295]],
  "nbo_charge": [-0.07, -0.73, -0.64, 0.15, 0.18, 0.47, 0.21, 0.22, 0.22, -0.54, 0.15, -0.67, 0.23, 0.18, 0.18, 0.47]
}

=====

# 3
{
  "formula": "C4H10O2",
  "method": "the ωB97M-V functional and the def2-TZVPD basis",
  "energy_ev": -8403.89080,
  "orbital_gap_ha": 0.387,
  "smiles": "COC[C@@H](C)O",
  "homo_energy_ev": -9.64,
  "e_above_lowest_kcal_mol": 38.2,
  "elements": ["C", "O", "C", "C", "C", "O", "H", "H", "H", "H", "H", "H", "H", "H", "H", "H"],
  "positions_angstrom": [[-0.2720, -0.6317, -2.0790], [0.5061, 0.4786, -1.6814], [0.9028, 0.6183, -0.3007], [-0.2290, 0.2965, 0.6923], [0.1128, -0.5085, 1.9432], [-0.9586, 1.4390, 1.1034], [-1.0190, -0.2843, -2.8014], [0.3184, -1.4389, -2.5288], [-0.8282, -1.0767, -1.2498], [1.1868, 1.6754, -0.2317], [1.7998, 0.0166, -0.0888], [-0.8862, -0.3637, 0.1255], [-0.8032, -1.0000, 2.2896], [0.4858, 0.1088, 2.7654], [0.8429, -1.2942, 1.7232], [-1.1592, 1.9646, 0.3189]],
  "nbo_charge": [-0.25, -0.55, -0.09, 0.06, -0.62, -0.72, 0.19, 0.17, 0.16, 0.20, 0.17, 0.16, 0.22, 0.22, 0.21, 0.47]
}

=====

# 4
{
  "formula": "C4H10O2",
  "method": "the ωB97M-V functional and the def2-TZVPD basis",
  "energy_ev": -8402.73377,
  "orbital_gap_ha": 0.358,
  "smiles": "C/C=C/CO.O",
  "homo_energy_ev": -8.99,
  "e_above_lowest_kcal_mol": 64.9,
  "elements": ["C", "C", "O", "C", "C", "H", "H", "H", "H", "H", "H", "H", "H", "H", "H", "O"],
  "positions_angstrom": [[1.9844, 0.6772, 0.0242], [-1.4523, 0.3734, -1.6789], [-1.9629, -0.9570, -1.2646], [-0.3437, 0.8611, -0.7610], [0.8187, 0.1401, -0.7560], [1.7326, 0.7654, 1.1273], [2.7989, -0.0129, 0.0040], [2.2599, 1.6703, -0.2681], [-1.0248, 0.2434, -2.6868], [-2.1751, 1.1813, -1.9813], [-1.3103, -1.5915, -1.4930], [-0.5769, 1.6980, 0.0332], [0.7707, -0.8770, -1.0986], [-0.9388, -0.6438, 3.4401], [-0.3274, -2.0607, 4.0492], [-0.2532, -1.4674, 3.3104]],
  "nbo_charge": [-0.66, -0.12, -0.72, -0.22, -0.17, 0.22, 0.22, 0.22, 0.17, 0.20, 0.46, 0.21, 0.19, 0.48, 0.47, -0.95]
}

=====

# 5
{
  "formula": "C4H10O2",
  "method": "the ωB97M-V functional and the def2-TZVPD basis",
  "energy_ev": -8404.47690,
  "orbital_gap_ha": 0.403,
  "smiles": "COC[C@H](C)O",
  "homo_energy_ev": -9.98,
  "e_above_lowest_kcal_mol": 24.7,
  "elements": ["C", "O", "C", "C", "C", "O", "H", "H", "H", "H", "H", "H", "H", "H", "H", "H"],
  "positions_angstrom": [[-2.1492, 0.4450, -0.6229], [0.8313, 1.4537, 0.1434], [0.7990, 0.0744, -0.1555], [2.1353, -0.5303, 0.2366], [-0.3765, -0.5706, 0.5951], [-1.4893, 0.3079, 0.6192], [-1.4483, 0.6100, -1.4519], [-2.7612, -0.4397, -0.8449], [-2.7972, 1.3207, -0.5385], [0.6496, -0.0684, -1.2403], [2.9377, -0.0270, -0.3109], [2.1786, -1.6025, 0.0145], [2.3075, -0.3765, 1.3074], [-0.6435, -1.5425, 0.1506], [-0.1112, -0.7274, 1.6468], [-0.0625, 1.6731, 0.4511]],
  "nbo_charge": [-0.26, -0.72, 0.07, -0.62, -0.09, -0.55, 0.17, 0.17, 0.20, 0.15, 0.22, 0.21, 0.21, 0.17, 0.19, 0.48]
}

=====

# 6
{
  "formula": "C4H10O20S2V5",
  "method": "the ωB97M-V functional and the def2-TZVPD basis",
  "energy_ev": -195363.63252,
  "orbital_gap_ha": 0.312,
  "homo_energy_ev": -14.15,
  "e_above_lowest_kcal_mol": 0.0,
  "charge": 1,
  "elements": ["O", "V", "O", "O", "V", "O", "O", "V", "O", "O", "V", "O", "O", "V", "O", "S", "O", "O", "O", "O", "S", "O", "O", "O", "O", "C", "O", "C", "C", "O", "C", "H", "H", "H", "H", "H", "H", "H", "H", "H", "H"],
  "positions_angstrom": [[-2.0660, 3.2327, 1.1278], [-2.0822, 1.8896, 1.9490], [-0.6013, 1.6024, 2.4914], [0.0113, 2.9375, -1.5492], [0.9725, 1.8082, -2.1158], [0.6622, 1.6761, -3.6736], [-3.7040, 0.0864, -2.1983], [-3.7245, -0.0327, -0.5934], [-4.5952, 1.0567, 0.0894], [0.1784, -0.9552, 3.9564], [0.1682, -1.7878, 2.5581], [1.6996, -2.1080, 2.1722], [-0.8951, -3.7586, 0.3935], [-2.3741, -3.1512, 0.1908], [-2.8959, -3.9094, -1.1332], [-0.9903, -0.2318, -0.2982], [-1.9865, 0.8222, 0.0865], [-0.3054, -0.6041, 0.9133], [-1.8194, -1.3608, -0.7881], [-0.1277, 0.2865, -1.3431], [-3.2142, -1.2956, 2.4050], [-4.0915, -1.8584, 3.3682], [-2.8224, 0.0893, 2.6640], [-1.9633, -2.1334, 2.2980], [-3.7192, -1.3862, 1.0027], [2.1939, -0.9962, -3.1799], [2.4590, 0.0844, -2.3100], [2.8702, -0.3369, -1.0098], [3.1147, 0.8589, -0.1028], [1.9292, 1.6466, -0.0682], [2.0204, 2.7237, 0.8861], [1.4111, -1.6927, -2.8706], [3.1206, -1.5556, -3.3434], [1.9114, -0.6486, -4.1723], [3.7529, -0.9779, -1.0398], [2.0441, -0.9157, -0.5827], [3.9753, 1.4519, -0.4350], [3.3944, 0.4740, 0.8830], [1.9068, 2.2952, 1.8808], [1.2115, 3.4181, 0.6755], [2.9702, 3.2566, 0.8156]],
  "mulliken_charge": [-0.51, 1.28, -0.51, -0.58, 1.10, -0.54, -0.53, 1.25, -0.57, -0.52, 1.18, -0.56, -0.56, 1.27, -0.53, 1.46, -0.14, 0.71, -0.68, -0.04, 1.33, -0.51, -0.68, -0.86, -0.78, -0.76, -0.48, -0.21, -0.66, 0.30, -0.84, 0.27, 0.35, 0.30, 0.60, -0.02, 0.43, 0.41, 0.24, 0.26, 0.33]
}

=====

# 7
{
  "formula": "C4H10O2S",
  "method": "the ωB97M-V functional and the def2-TZVPD basis",
  "energy_ev": -19236.31852,
  "orbital_gap_ha": [0.231, 0.309],
  "homo_energy_ev": [-6.78, -7.82],
  "e_above_lowest_kcal_mol": 107.8,
  "elements": ["C", "C", "C", "C", "O", "O", "S", "H", "H", "H", "H", "H", "H", "H", "H", "H", "H"],
  "positions_angstrom": [[-0.6190, 1.6267, 1.5492], [-0.6599, 1.4163, -1.0859], [2.3205, -0.7918, -1.5542], [-0.8956, 0.8743, 0.2397], [-2.5067, -2.3642, -1.0449], [-1.2570, -0.4248, 0.1317], [-1.9034, -2.0182, 0.2198], [0.0371, 0.8311, 2.1429], [-1.5265, 1.8549, 2.0961], [-0.0624, 2.5168, 1.3671], [-1.1002, 0.8050, -1.8776], [0.4154, 1.3998, -1.2674], [-1.1330, 2.3291, -1.3470], [3.3437, -0.3187, -1.5745], [2.5142, -1.8232, -1.2869], [1.8421, -0.8718, -2.5161], [1.5446, -0.2274, -0.9039]],
  "nbo_charge": [-0.68, -0.71, -0.86, 0.44, -0.87, -0.71, 1.13, 0.23, 0.24, 0.23, 0.25, 0.23, 0.23, 0.22, 0.22, 0.22, 0.20]
}

=====

# 8
{
  "formula": "C4H10O2S",
  "method": "the ωB97M-V functional and the def2-TZVPD basis",
  "energy_ev": -19237.80634,
  "orbital_gap_ha": 0.348,
  "smiles": "C=CO.CCSO",
  "homo_energy_ev": -8.73,
  "e_above_lowest_kcal_mol": 73.4,
  "elements": ["C", "C", "C", "C", "O", "O", "S", "H", "H", "H", "H", "H", "H", "H", "H", "H", "H"],
  "positions_angstrom": [[-4.0193, 0.2517, 0.4879], [3.8443, 0.0127, 0.9091], [-2.7996, 0.0927, -0.4582], [4.2487, -0.1279, -0.3953], [-0.5603, -1.1460, 0.3801], [3.7811, 0.5301, -1.5136], [-1.0718, 0.3908, -0.0268], [-4.7150, -0.6360, 0.4414], [-3.6653, 0.3456, 1.5103], [-4.6191, 1.1130, 0.4527], [4.4604, -0.4509, 1.7616], [-0.6336, -1.6830, -0.4215], [3.1230, 0.7723, 1.1458], [-2.8479, 0.9313, -1.1854], [-2.6856, -0.8529, -0.9665], [5.0200, -0.7453, -0.9001], [3.1399, 1.2015, -1.2215]],
  "nbo_charge": [-0.64, -0.56, -0.57, 0.16, -0.84, -0.68, 0.49, 0.22, 0.22, 0.22, 0.23, 0.47, 0.20, 0.22, 0.22, 0.19, 0.47]
}

=====

# 9
{
  "formula": "C4H10O2Sr",
  "method": "the ωB97M-V functional and the def2-TZVPD basis",
  "energy_ev": -9221.76276,
  "orbital_gap_ha": 0.342,
  "homo_energy_ev": -17.80,
  "charge": 2,
  "elements": ["H", "C", "O", "C", "C", "O", "C", "H", "H", "H", "H", "H", "H", "H", "H", "H", "Sr"],
  "positions_angstrom": [[-1.0605, 0.1778, 2.4658], [-2.2970, 0.7077, 0.9953], [-1.9051, -0.0829, 0.0677], [-1.2155, 0.4321, -1.1094], [-0.4178, -0.6891, -1.7246], [0.3900, -1.3416, -0.7411], [1.4917, -2.1073, -1.2609], [-3.0273, 0.2628, 1.6795], [-2.0150, 1.7670, 0.9357], [-0.5953, 1.2875, -0.8151], [-2.0066, 0.7498, -1.7980], [0.2425, -0.2542, -2.4857], [-1.0757, -1.4343, -2.1885], [1.9231, -2.6704, -0.4273], [1.1265, -2.8061, -2.0226], [2.2365, -1.4157, -1.6718], [0.0750, -1.3146, 1.4802]],
  "nbo_charge": [-0.45, 0.19, -0.53, -0.12, -0.11, -0.69, -0.27, 0.25, 0.24, 0.22, 0.27, 0.24, 0.23, 0.19, 0.24, 0.23, 1.88]
}

=====

# 10
{
  "formula": "C4H10O2Y",
  "method": "the ωB97M-V functional and the def2-TZVPD basis",
  "s2": 0.751,
  "spin_multiplicity": 2,
  "energy_ev": -9427.20937,
  "orbital_gap_ha": [0.247, 0.339],
  "homo_energy_ev": [-15.75, -18.72],
  "charge": 2,
  "elements": ["H", "C", "O", "C", "C", "H", "H", "H", "H", "H", "H", "H", "C", "O", "Y", "H", "H"],
  "positions_angstrom": [[-0.5068, -2.1897, 0.0165], [-0.2196, 1.1816, -2.0339], [0.4300, 0.3067, -1.1210], [-0.2322, -0.0285, 0.0884], [-1.0879, -1.2610, -0.0467], [0.5103, 1.4550, -2.8017], [-1.0688, 0.6573, -2.4904], [-0.5643, 2.0847, -1.5116], [-0.8477, 0.8460, 0.3527], [-1.5263, -1.3219, -1.0508], [-1.7813, -1.2969, 0.8025], [-0.0660, 0.7386, 1.9726], [0.9291, -0.0020, 2.2286], [1.1098, -0.4174, 0.9204], [2.6840, -0.1581, -0.7752], [1.8937, 0.1848, 2.7108], [0.3440, -0.7791, 2.7391]],
  "nbo_charge": [0.26, -0.27, -0.68, 0.42, -0.71, 0.22, 0.23, 0.22, 0.24, 0.27, 0.27, 0.19, -0.26, -0.70, 1.84, 0.24, 0.22]
}

=====

# 11
{
  "formula": "C4H10O3",
  "method": "the ωB97M-V functional and the def2-TZVPD basis",
  "energy_ev": -10449.66412,
  "orbital_gap_ha": 0.236,
  "homo_energy_ev": 0.42,
  "e_above_lowest_kcal_mol": 8.5,
  "charge": -2,
  "elements": ["C", "C", "C", "O", "C", "O", "H", "H", "H", "H", "H", "H", "H", "H", "H", "H", "O"],
  "positions_angstrom": [[0.1500, -0.1324, 0.4191], [-1.1953, -0.6954, 0.8193], [-1.6219, -0.3984, 2.3095], [-2.4324, -1.3126, 2.8742], [0.3497, 0.2935, -1.0585], [1.4500, 1.0978, -1.2671], [0.9619, -0.8534, 0.5803], [0.5098, 0.6843, 1.0402], [-1.9988, -0.3169, 0.1906], [-1.2288, -1.7859, 0.7516], [-0.6425, -0.2273, 2.8404], [-2.0956, 0.6266, 2.2597], [0.3876, -0.5820, -1.7047], [-0.5897, 0.8590, -1.2953], [2.1507, 0.9178, -2.3316], [2.8548, 1.7014, -3.4896], [2.7441, 0.7501, -3.3274]],
  "nbo_charge": [-0.43, -0.45, 0.01, -0.99, -0.01, -0.91, 0.17, 0.19, 0.16, 0.18, 0.05, 0.05, 0.11, 0.08, 0.49, 0.41, -1.12]
}

=====

# 12
{
  "formula": "C4H10O3",
  "method": "the ωB97M-V functional and the def2-TZVPD basis",
  "energy_ev": -10450.69345,
  "orbital_gap_ha": 0.341,
  "smiles": "C=CC(=C)O.O.O",
  "homo_energy_ev": -8.78,
  "e_above_lowest_kcal_mol": 58.8,
  "elements": ["C", "C", "O", "C", "C", "H", "H", "H", "H", "H", "H", "H", "H", "O", "H", "H", "O"],
  "positions_angstrom": [[1.0239, 2.2751, 1.4732], [0.2536, 1.3338, 0.9565], [0.5847, 0.0107, 1.1341], [-1.1046, 1.4704, 0.3696], [-1.4767, 0.8480, -0.7300], [2.0370, 1.9910, 1.7355], [0.6784, 3.2868, 1.5650], [1.1573, -0.1532, 1.8857], [-1.7172, 2.1570, 0.9155], [-0.9031, 0.1585, -1.3385], [-2.4084, 1.1468, -1.2044], [-1.0395, -3.3391, 0.1733], [0.1666, -2.2894, 0.0094], [-0.7255, -2.4503, 0.3389], [0.5667, -1.7779, -2.0502], [1.5605, -2.8027, -2.6259], [1.3462, -1.8654, -2.6077]],
  "nbo_charge": [-0.52, 0.30, -0.71, -0.24, -0.34, 0.20, 0.21, 0.49, 0.22, 0.20, 0.20, 0.47, 0.48, -0.95, 0.47, 0.47, -0.94]
}